1.
C4H7NS | wB97M-V/def2-TZVPD

For the frontier orbital gap, the calculation gives 8.676 eV. For the energy above the lowest of the compared OMol25 structures with the same formula, charge and spin, the calculation gives 45.0 kcal/mol. The calculation puts the total energy at -16584.981 eV. The calculation puts the LUMO energy at -0.04 eV. As for the SMILES: CN1CC(=S)C1.

Last column: natural (NBO) charge in e.
CARTESIAN COORDINATES (ANGSTROEM)
C  2.654294  -0.026654  0.275612  -0.417
C  0.393419  1.073170  -0.101551  -0.299
C  -0.696244  0.018448  -0.001326  -0.087
C  0.347073  -1.059547  -0.114532  -0.305
H  3.276702  -0.843792  -0.140023  0.209
H  2.536643  -0.079592  1.366993  0.167
H  3.162603  0.893014  0.041369  0.204
H  0.577766  1.552172  0.843403  0.201
H  0.297135  1.830553  -0.885681  0.219
H  0.172743  -1.810236  -0.876524  0.220
H  0.538526  -1.606597  0.831197  0.204
N  1.367817  0.004988  -0.433887  -0.415
S  -2.270505  -0.000184  0.094203  0.099

Forces on atoms 1 to 2 (eV/Å):
C -0.7 -0.3 -0.7
C 0.2 -0.5 -0.6

---

2.
C2H3Br4P | wB97M-V/def2-TZVPD

For the frontier orbital gap, the calculation gives 9.436 eV. For the energy above the lowest of the compared OMol25 structures with the same formula, charge and spin, the calculation gives 17.2 kcal/mol. The calculation puts the total energy at -291581.738 eV. The calculation puts the LUMO energy at -0.07 eV. As for the SMILES: BrC[C@@H](Br)P(Br)Br.

Last column: natural (NBO) charge in e.
CARTESIAN COORDINATES (ANGSTROEM)
C  -0.128186  0.711812  -0.318630  -0.522
C  1.286613  -0.020292  -0.472702  -0.521
P  1.974782  0.144662  1.548262  0.618
Br  -1.429493  0.104668  -1.562014  0.025
Br  2.591883  1.016094  -1.393373  0.059
Br  3.745115  -1.078104  1.229018  -0.178
Br  0.562110  -1.298384  2.381137  -0.201
H  -0.552095  0.504956  0.636478  0.224
H  -0.040227  1.877674  -0.490987  0.248
H  1.093268  -1.003595  -0.954105  0.247

Forces on atoms 1 to 2 (eV/Å):
C 2.1 2.2 -1.1
C -1.7 1.1 2.5

---

3.
C30H41N3O10P2S3Tl | wB97M-V/def2-TZVPD

For the frontier orbital gap, the calculation gives 6.482 eV. For the energy above the lowest of the compared OMol25 structures with the same formula, charge and spin, the calculation gives 41.8 kcal/mol. The calculation puts the total energy at -112501.987 eV. The calculation puts the LUMO energy at 2.30 eV. The total charge is -1.

Last column: Löwdin charge in e.
CARTESIAN COORDINATES (ANGSTROEM)
Tl  -0.907822  -0.004006  -1.002755  0.816
C  -5.845801  0.024075  2.176991  -0.072
C  -4.717448  -0.329687  1.174425  -0.535
O  -4.772890  -1.736848  0.956391  -0.063
P  -3.022847  0.133105  1.852960  0.295
O  -2.841198  1.624672  1.844170  -0.321
O  -3.265453  -0.222340  3.410938  -0.165
O  -2.089188  -0.870909  1.290530  -0.401
P  -5.181241  0.613751  -0.390283  0.456
O  -6.786394  0.723557  -0.336039  -0.163
O  -4.651242  2.065339  -0.012395  -0.170
O  -4.653127  0.268677  -1.727023  -0.327
H  -5.484519  -0.022561  3.170924  0.053
H  -6.678247  -0.629703  1.944798  0.079
H  -6.265597  1.001400  1.953850  0.068
H  -3.887706  -1.971993  0.710709  0.039
H  -3.882770  2.116201  0.606135  0.017
H  -2.735792  -0.987281  3.736652  0.096
H  -7.216691  0.708367  -1.241203  0.115
C  1.402418  4.096862  -1.978171  -0.594
C  2.228819  5.258049  -1.577673  -0.592
S  1.872917  5.832510  0.029690  0.861
C  1.506173  7.561029  -0.301980  -0.569
C  0.189895  7.708426  -1.132026  -0.535
S  -1.174831  7.116893  -0.089470  0.855
C  -1.967487  6.028679  -1.223229  -0.591
C  -1.381631  4.626611  -1.436844  -0.492
S  -0.168815  4.367740  -2.821222  0.843
H  1.229688  3.550158  -1.091123  0.025
H  1.980483  3.383761  -2.638764  0.095
H  2.115824  6.059442  -2.278699  0.065
H  3.217844  4.788950  -1.575397  0.075
H  2.316638  8.204730  -0.735158  0.087
H  1.325515  7.943234  0.748485  0.069
H  0.216360  7.272763  -2.145726  0.066
H  0.016973  8.748507  -1.293874  0.043
H  -2.110956  6.442606  -2.220938  0.069
H  -2.995371  6.012943  -0.799732  0.073
H  -2.170290  3.900323  -1.657269  0.065
H  -0.984736  4.180758  -0.540256  0.066
C  2.898233  -1.732063  2.882169  -0.054
O  2.618519  -2.596757  1.800176  -0.107
C  3.285137  -3.778819  1.584194  -0.190
C  4.201994  -4.325923  2.440356  -0.044
C  4.773194  -5.546690  2.198654  -0.088
C  4.453391  -6.148529  0.966243  -0.109
C  3.536829  -5.605101  0.098750  -0.065
C  2.907678  -4.406737  0.329415  -0.164
N  2.062574  -3.912170  -0.690962  0.135
C  1.398804  -2.598843  -0.674023  -0.380
N  2.281207  -1.612058  -0.835855  0.136
C  2.287467  -0.337393  -0.209063  -0.208
C  1.091312  0.270967  0.300547  -0.261
C  1.239316  1.469858  0.983067  -0.181
C  2.486092  2.129571  1.137889  -0.123
C  3.601402  1.563422  0.554465  -0.055
C  3.535841  0.323860  -0.086655  -0.245
O  4.684803  -0.327695  -0.548666  -0.119
C  5.265182  0.244594  -1.689298  -0.112
N  0.147862  -2.503083  -0.771766  0.107
C  -0.855812  -3.419794  -0.433667  -0.218
C  -0.751159  -4.115226  0.752693  -0.007
C  -1.864303  -4.873698  1.249070  -0.073
C  -2.947468  -5.005494  0.401900  -0.111
C  -3.044668  -4.387519  -0.868377  -0.013
C  -1.980598  -3.571723  -1.303365  -0.243
O  -1.942124  -2.831033  -2.423364  -0.120
C  -3.015025  -3.033983  -3.398628  -0.033
H  2.279826  -0.867680  2.814540  0.078
H  3.970886  -1.510973  2.832056  0.100
H  2.678842  -2.223111  3.864710  0.103
H  4.397683  -3.731513  3.337955  0.111
H  5.408011  -6.069417  2.848951  0.081
H  4.835346  -7.146209  0.694951  0.102
H  3.357573  -6.129506  -0.840939  0.116
H  1.406374  -4.582711  -1.058049  0.130
H  3.214578  -1.939393  -1.079020  0.147
H  0.339261  1.889512  1.479943  0.095
H  2.497594  3.053525  1.759636  0.099
H  4.555555  2.078422  0.692121  0.112
H  6.068840  0.911237  -1.495377  0.063
H  4.574501  0.850010  -2.349021  0.113
H  5.668264  -0.530586  -2.326654  0.077
H  0.173260  -4.088330  1.286757  0.100
H  -1.724069  -5.539460  2.084415  0.089
H  -3.778731  -5.608661  0.668228  0.083
H  -3.944641  -4.520617  -1.464103  0.100
H  -3.077352  -2.175415  -4.015287  0.083
H  -4.020483  -3.064243  -2.946956  0.086
H  -3.016245  -3.975635  -3.895153  0.079

Forces on atoms 1 to 2 (eV/Å):
Tl -0.2 -0.1 0.2
C -0.1 0.3 -1.5

---

4.
C7H7Cl2N3 | wB97M-V/def2-TZVPD

For the frontier orbital gap, the calculation gives 8.352 eV. For the energy above the lowest of the compared OMol25 structures with the same formula, charge and spin, the calculation gives 36.1 kcal/mol. The calculation puts the total energy at -36885.195 eV. The calculation puts the LUMO energy at 0.20 eV.

Last column: natural (NBO) charge in e.
CARTESIAN COORDINATES (ANGSTROEM)
C  1.825016  0.245293  0.274599  0.015
C  2.470662  -1.747922  -0.528019  0.201
C  0.464717  -0.167202  0.418911  0.078
C  0.250534  -1.532769  -0.016666  0.210
C  -1.186451  -2.009634  0.291898  -0.549
C  -2.044271  -0.792885  0.064324  0.100
C  -0.901851  1.922208  0.223540  -0.424
N  2.762106  -0.525042  -0.170382  -0.427
N  1.277022  -2.332801  -0.403863  -0.435
N  -0.679402  0.538174  0.665283  -0.405
Cl  -3.399556  -0.541482  1.179306  0.044
Cl  -2.377620  -0.254505  -1.531841  0.075
H  2.123199  1.237674  0.684613  0.188
H  3.374961  -2.361299  -0.743243  0.183
H  -1.243204  -2.768037  -0.490210  0.273
H  -1.266054  -2.267378  1.307634  0.258
H  -1.508028  1.755234  -0.649222  0.203
H  -1.425289  2.463337  0.944702  0.204
H  0.097231  2.433508  0.074242  0.210

Forces on atoms 1 to 2 (eV/Å):
C -2.1 2.0 1.7
C 0.7 -1.5 0.5

---

5.
C4H14N4 | wB97M-V/def2-TZVPD

For the frontier orbital gap (spin up / spin down), the calculation gives 9.316 / 6.949 eV. For the energy above the lowest of the compared OMol25 structures with the same formula, charge and spin, the calculation gives 154.0 kcal/mol. The calculation puts the total energy at -10329.127 eV. The calculation puts the LUMO energy (spin up / spin down) at 0.97 / 0.52 eV.

Last column: natural (NBO) charge in e.
CARTESIAN COORDINATES (ANGSTROEM)
C  1.801680  0.947273  0.937708  -0.464
C  1.982572  -0.998263  -0.425553  -0.475
C  -2.102421  0.281463  0.877151  -0.433
C  -1.297889  -1.523413  -0.430210  -0.416
N  -0.583223  1.785613  -1.345673  -0.648
N  1.203674  -0.276850  0.425625  -0.336
N  -1.619836  -0.116531  -0.427620  -0.289
N  -0.535073  0.450205  -1.137488  -0.065
H  1.971741  1.678777  0.144034  0.178
H  1.088813  1.267475  1.699924  0.197
H  2.726845  0.719104  1.460109  0.197
H  1.718654  -2.128820  -0.442623  0.178
H  1.826782  -0.723823  -1.421504  0.208
H  3.025241  -1.112691  -0.194414  0.184
H  -1.591964  -0.303204  1.697863  0.199
H  -1.951049  1.299791  1.057066  0.188
H  -3.178577  0.199338  0.934993  0.209
H  -0.406432  -1.482184  0.099925  0.228
H  -2.055543  -2.104933  0.239696  0.179
H  -1.188155  -2.066731  -1.278535  0.203
H  0.277400  1.946740  -1.851121  0.405
H  -1.113243  2.261662  -0.619344  0.373

Forces on atoms 1 to 2 (eV/Å):
C -1.2 -1.1 0.0
C 0.6 -4.1 -0.4

---

6.
C20H20IrN4O2S2 | wB97M-V/def2-TZVPD

For the frontier orbital gap (spin up / spin down), the calculation gives 7.308 / 6.077 eV. For the energy above the lowest of the compared OMol25 structures with the same formula, charge and spin, the calculation gives 0.0 kcal/mol. The calculation puts the total energy at -55618.711 eV. Its multiplicity is 5. The calculation puts the LUMO energy (spin up / spin down) at -3.46 / -5.17 eV. The total charge is +1. Its expectation value of S² is 6.02.

Last column: natural (NBO) charge in e.
CARTESIAN COORDINATES (ANGSTROEM)
Ir  0.149898  -0.244158  0.615985  1.326
S  -4.041012  -0.685128  2.316075  0.508
C  -3.273733  0.550082  3.229564  -0.378
C  -2.034373  0.850495  2.761861  -0.276
C  -1.663750  0.063321  1.635268  -0.361
C  -2.673222  -0.814111  1.281971  -0.277
C  -2.554510  -1.774246  0.203993  0.198
C  -3.598389  -2.579532  -0.252550  -0.212
C  -3.363437  -3.469909  -1.281062  -0.123
C  -2.090239  -3.551645  -1.834689  -0.252
C  -1.107837  -2.715728  -1.341752  0.061
N  -1.337707  -1.844949  -0.362066  -0.498
H  -3.786526  0.982870  4.074494  0.254
H  -1.397965  1.596615  3.216294  0.232
H  -4.573553  -2.494849  0.207260  0.238
H  -4.159624  -4.099604  -1.654769  0.238
H  -1.859774  -4.252728  -2.623699  0.240
H  -0.096881  -2.747385  -1.732561  0.210
C  -0.207240  3.250054  0.898589  -0.254
O  0.581373  2.156062  1.355043  -0.567
C  1.942137  2.484259  1.560554  -0.083
C  2.615240  1.236511  2.068736  -0.089
O  2.414215  0.207183  1.102814  -0.586
C  3.358198  -0.861148  1.197343  -0.274
H  -0.166732  4.073171  1.615586  0.194
H  -1.230504  2.893828  0.809441  0.214
H  0.146384  3.608417  -0.073012  0.179
H  2.040030  3.281118  2.304545  0.206
H  2.399574  2.820951  0.622096  0.181
H  2.171975  0.930570  3.021565  0.207
H  3.681377  1.428691  2.210775  0.211
H  4.365162  -0.486175  1.001369  0.205
H  3.095459  -1.599511  0.442626  0.216
H  3.331055  -1.328183  2.183917  0.212
N  4.350436  2.234683  -3.579938  -0.225
C  3.296376  1.802185  -3.435646  0.239
C  1.985825  1.279650  -3.194420  -0.182
C  1.032707  1.135947  -4.199126  -0.089
C  -0.216867  0.657963  -3.844512  -0.223
C  -0.469502  0.325975  -2.526450  0.068
N  0.455620  0.432950  -1.565131  -0.514
C  1.654632  0.916052  -1.893646  0.092
H  1.270019  1.398203  -5.220975  0.254
H  -0.998460  0.544711  -4.581766  0.250
H  -1.443552  -0.034007  -2.223323  0.228
H  2.379534  1.015698  -1.098962  0.229
S  1.134016  -2.145422  1.810407  -0.125
C  -0.272867  -2.930461  2.236961  0.025
N  -1.232983  -3.499335  2.534923  -0.326

Forces on atoms 1 to 2 (eV/Å):
Ir -1.3 -0.5 0.4
S 0.3 0.1 -0.1

---

- Which of these has the highest energy above the lowest of the compared OMol25 structures with the same formula, charge and spin?
  C4H14N4